# 1
# C17H39N3O3P

A cluster of 2 separate species, C17H39N3O3P in total at a distorted geometry (wB97M-V/def2-TZVPD, the Open Molecules 2025 dataset).

Calculated values
- energy (Eh) = -1401.9540
- net charge = +1
- LUMO energy (eV) = -4.3
- HOMO-LUMO gap (Ha) = 0.201
- maximum force (eV Å⁻¹) = 9.196

```
63
Properties=species:S:1:pos:R:3:forces:R:3
C -2.066124 -1.483252 2.392989 0.03 -0.74 -0.50
C -3.556851 -1.395320 1.680760 1.48 -2.36 -0.35
O -4.197872 -0.056191 1.828039 1.02 1.49 -3.87
P -3.931081 0.849576 0.343121 -0.34 -0.87 1.08
C -3.474643 2.683504 0.613634 0.66 1.09 1.86
C -2.333755 2.695124 1.836826 0.86 -0.61 0.30
C -0.808228 2.882358 1.256384 0.10 0.74 0.00
C -0.443378 1.930557 -0.034239 -0.22 0.21 0.51
C 1.139570 2.048157 -0.470809 0.31 -0.03 0.49
N 1.554483 1.077271 -1.571854 1.09 1.35 0.28
N -5.290227 0.557453 -0.769162 0.28 2.62 1.41
C -4.952554 0.848592 -2.213557 1.32 -5.32 -6.03
C -4.938483 2.316281 -2.943894 -0.42 -0.45 -0.42
O -4.664893 -0.223803 -2.993692 -1.65 7.04 5.68
C -6.581420 1.198334 -0.318612 -6.92 -1.06 -3.35
C -6.822381 2.091666 1.033655 0.72 0.86 0.16
O -7.669965 0.966497 -1.102954 7.56 1.59 4.76
H -1.484722 -2.383414 1.866944 -1.38 1.93 1.11
H -1.401545 -0.525647 2.199786 -1.52 -1.85 0.57
H -2.152743 -1.774675 3.532388 0.18 0.99 -2.35
H -4.242741 -2.241914 2.138915 1.14 2.20 -0.86
H -3.424096 -1.683271 0.530699 -0.45 0.72 2.41
H -2.753953 0.226674 -0.278267 -1.32 0.60 0.47
H -2.991486 3.219625 -0.309541 -1.13 -1.57 1.35
H -4.342856 3.368243 0.996590 1.35 -1.75 -0.96
H -2.349378 1.682246 2.456865 -0.21 2.11 -1.32
H -2.575107 3.556098 2.599842 0.38 -1.71 -1.66
H -0.049341 2.706724 2.155895 -1.63 0.30 -2.00
H -0.709346 4.018113 0.939061 -0.05 -2.29 0.60
H -0.716293 0.824328 0.276696 0.84 1.97 -0.77
H -1.143170 2.236607 -0.921195 1.38 -0.63 1.43
H 1.432062 3.125052 -0.862841 -0.92 -1.92 1.42
H 1.768678 1.740922 0.489997 -1.35 1.05 -1.91
H 2.466498 0.677187 -1.237073 -1.25 0.30 -0.69
H 1.835053 1.649810 -2.424343 -0.62 -1.07 1.45
H -3.828553 2.532737 -3.299442 -2.32 -0.44 1.01
H -5.413753 3.185785 -2.321998 1.12 -1.75 -0.99
H -5.578295 2.211466 -3.945512 1.40 0.00 2.35
H -6.145043 1.768560 1.955893 -1.51 0.45 -1.98
H -6.506728 3.215874 0.785162 -0.63 -2.46 0.32
H -7.967623 2.173303 1.358462 2.65 -0.74 -1.07
C 3.259939 -1.482883 0.688155 0.13 -0.03 0.13
C 3.951108 -2.351616 -0.359021 0.19 0.15 -0.02
N 5.246509 -1.829748 -0.802333 0.03 0.16 -0.28
C 5.763738 -2.500909 -1.998881 -0.21 0.15 -0.15
C 6.113576 -3.980818 -1.882552 0.20 -0.25 -0.08
C 6.237027 -1.573226 0.245031 -0.20 0.25 0.15
C 6.641503 -2.741725 1.138000 0.28 -0.15 0.19
H 3.150783 -0.451659 0.335385 0.12 -0.11 0.09
H 2.259261 -1.875265 0.895389 0.10 0.00 -0.05
H 3.807340 -1.471935 1.635318 -0.06 0.07 -0.10
H 3.276009 -2.399790 -1.223548 0.32 -0.06 -0.06
H 4.038399 -3.374106 0.030606 -0.12 -0.07 0.06
H 6.643735 -1.959444 -2.367948 -0.11 0.05 0.25
H 5.017080 -2.392500 -2.796339 -0.06 0.05 0.20
H 7.045456 -4.132514 -1.334475 -0.13 -0.05 0.01
H 6.261886 -4.403122 -2.882170 -0.03 0.06 0.10
H 5.322717 -4.560811 -1.399568 0.07 0.06 -0.02
H 5.855719 -0.771520 0.888911 -0.11 -0.09 -0.10
H 7.142538 -1.144419 -0.204253 -0.26 -0.14 -0.18
H 5.784700 -3.329860 1.476465 0.04 0.04 -0.05
H 7.147495 -2.361571 2.032266 -0.06 -0.04 -0.10
H 7.345768 -3.407797 0.635941 -0.15 -0.03 0.08
```
Forces are in eV/Å.


# 2
# C27H44BFIN3O3P

A cluster of 2 separate species, C27H44BFIN3O3P in total at a distorted geometry (wB97M-V/def2-TZVPD, the Open Molecules 2025 dataset).

Calculated values
- energy (Eh) = -2208.3903
- net charge = +1
- LUMO energy (eV) = -2.7
- HOMO-LUMO gap (Ha) = 0.277
- maximum force (eV Å⁻¹) = 4.100

```
81
Properties=species:S:1:pos:R:3:forces:R:3
C 1.565665 0.757041 -2.173355 -0.35 -0.08 1.45
C 1.367035 -0.297512 -1.574500 -1.77 0.74 -1.05
C 0.719753 -1.618893 -1.017891 2.18 -0.48 0.40
C 1.915538 -2.692768 -1.248481 -0.17 0.30 -1.99
C 2.229693 -2.692743 -2.825721 0.72 0.03 -1.22
C 3.551260 -1.963362 -3.385986 -1.18 0.91 0.75
N 1.448397 -3.232853 -3.701953 1.21 0.79 1.33
O -0.386706 -2.172294 -1.664082 -0.33 1.38 0.51
C -1.577895 -1.292115 -1.780736 0.18 -2.28 -0.58
C -1.393055 -0.636334 -3.180554 1.76 0.97 -3.57
C -1.573030 0.860546 -3.557937 -1.17 0.86 -0.54
C -2.358946 1.269844 -4.642923 1.27 -0.82 1.54
N -2.625551 -2.359720 -1.913656 1.27 0.78 1.22
C -3.976631 -2.020679 -2.308219 -2.14 -0.89 -1.60
C -4.552708 -0.553327 -2.240134 -0.79 -0.06 0.95
C -1.825479 -0.569719 -0.383141 -3.17 0.67 0.22
C -1.935511 1.001210 -0.298466 0.66 0.95 -0.16
I -3.728381 1.695039 0.858850 0.46 -0.39 -0.29
C -0.751374 1.900922 0.214285 -0.91 2.21 -0.15
C -0.871766 3.345162 -0.512847 0.83 -0.23 1.08
N -1.117437 -1.277568 0.796250 0.08 -1.12 -0.75
C -1.724002 -2.674164 1.022729 -0.82 -2.29 0.00
P -1.397369 -0.568043 2.395889 -0.10 0.96 1.49
C -3.002447 -0.930926 3.230258 -0.54 -0.88 1.31
C -0.135807 0.421807 3.258648 1.86 1.10 1.00
C 0.374321 -1.404767 0.539382 1.30 1.86 -0.11
B 1.172054 -2.385413 1.556478 0.83 -1.39 2.31
O 1.122465 -3.813179 1.561976 0.07 1.87 -1.08
O 2.006461 -1.813406 2.580896 -0.45 -0.66 -2.27
C 3.310560 -1.512651 2.012756 0.23 0.50 -0.03
H 1.642907 1.847757 -2.440570 0.18 -1.96 0.15
H 2.886958 -2.356926 -0.779626 -1.26 -0.43 -0.04
H 1.602402 -3.744267 -1.002867 0.23 1.17 0.01
H 3.208219 -0.900037 -3.622842 0.55 -1.29 0.34
H 4.359382 -1.861176 -2.609564 -0.64 -0.33 -0.95
H 3.895393 -2.397049 -4.368883 -0.25 0.14 1.34
H 1.922446 -3.067481 -4.608865 -0.63 -0.35 0.35
H -0.343233 -0.867700 -3.592580 -1.19 -0.06 1.25
H -2.015750 -1.204755 -3.953924 0.47 0.69 1.46
H -1.000577 1.640392 -2.959044 -1.60 -0.98 -0.15
H -3.047709 2.158481 -4.554249 1.77 -0.36 -0.78
H -2.277092 0.646120 -5.583597 -1.35 0.29 1.37
H -2.233739 -3.149885 -2.437921 -0.21 0.68 0.15
H -4.706745 -2.673305 -1.713603 1.02 0.82 -0.68
H -4.146928 -2.372349 -3.388036 0.31 0.50 1.31
H -5.231160 -0.486707 -1.324234 0.94 0.08 -1.11
H -3.816471 0.287975 -2.145453 -0.66 -0.92 -0.45
H -5.242107 -0.391613 -3.125817 1.08 -0.04 0.99
H -2.909884 -0.838205 -0.120159 1.53 0.13 -0.79
H -2.297000 1.476392 -1.251736 0.66 -1.30 0.64
H -0.965879 2.167140 1.301326 0.87 -0.75 -1.29
H 0.302913 1.578422 0.019347 -1.14 -0.27 0.33
H -0.800991 3.275965 -1.634391 -0.31 0.11 1.15
H -1.794763 3.884553 -0.144208 0.89 -0.68 -0.78
H 0.014638 3.944089 -0.132808 -1.13 -0.60 -0.65
H -2.838955 -2.699561 0.875100 1.22 0.51 -0.15
H -1.285655 -3.449309 0.336021 -0.36 1.16 0.52
H -1.573215 -3.025037 2.095047 0.28 0.73 -1.47
H -2.839184 -1.734218 4.022418 -0.17 0.89 -1.03
H -3.822139 -1.321211 2.558353 1.01 0.81 0.54
H -3.353884 -0.012544 3.807349 0.47 -0.96 -1.17
H 0.490631 -0.195287 3.984360 -0.92 0.62 -1.04
H -0.585218 1.275654 3.870663 0.10 -1.14 -1.03
H 0.623704 0.931265 2.576203 -1.19 -0.73 0.65
H 0.784371 -0.363796 0.776036 -0.56 -1.35 -0.20
H 1.885405 -4.200308 1.092345 -0.45 0.00 0.58
H 3.763753 -2.396640 1.447248 -0.59 1.05 0.77
H 3.160550 -0.634344 1.296793 0.68 -0.97 0.84
H 3.988556 -1.249184 2.877781 -0.75 -0.17 -1.18
F 1.665185 3.881142 1.394044 -0.09 -0.09 -0.14
C 2.446624 4.011767 2.484571 0.51 0.09 0.69
C 1.901165 3.799402 3.738540 -0.23 -0.11 -0.05
C 2.707646 3.928832 4.863120 0.19 0.05 -0.18
C 4.046064 4.279242 4.720023 0.02 -0.01 0.08
C 4.580476 4.494710 3.454423 -0.22 -0.08 0.12
C 3.777638 4.354877 2.328732 0.04 0.01 -0.27
H 0.853996 3.535403 3.830327 0.02 0.05 -0.03
H 2.293259 3.757643 5.849908 0.00 0.03 -0.09
H 4.673375 4.384385 5.598084 -0.06 0.00 -0.08
H 5.622501 4.771799 3.344466 -0.09 -0.03 -0.03
H 4.179014 4.510354 1.334534 -0.05 0.02 0.03
```
Forces are in eV/Å.


# 3
# C38H39BrCeClF6N8O4Sb

A structure of composition C38H39BrCeClF6N8O4Sb at a distorted geometry (wB97M-V/def2-TZVPD, the Open Molecules 2025 dataset).

Calculated values
- energy (Eh) = -6559.0493
- net charge = +2
- relative energy (zero: lowest compared OMol25 entry of this formula, charge and spin) (kJ/mol) = 0.0
- LUMO energy (eV) = -7.7
- HOMO-LUMO gap (Ha) = 0.201
- maximum force (eV Å⁻¹) = 3.303

```
99
Properties=species:S:1:pos:R:3:forces:R:3
Ce 1.001000 0.252463 -0.602911 -1.83 -0.70 2.66
C -0.298987 6.486693 3.738749 -0.14 0.07 -0.16
C -0.295457 5.132455 3.083640 0.38 0.43 0.18
C -1.384527 4.308640 3.099889 -0.21 -0.45 -0.25
C -1.381146 3.049611 2.449874 -0.34 0.32 0.41
C -2.573882 2.278397 2.519691 0.16 0.31 -0.19
N -2.735326 1.117776 1.983939 0.05 -0.79 -0.39
C -4.007110 0.371730 2.036836 0.20 0.25 0.18
C -4.446026 -0.109944 0.653325 -0.24 0.18 0.02
C -4.133393 -1.575980 0.399829 0.20 -0.50 0.31
N -2.765910 -1.897604 0.820267 0.20 0.42 -0.65
C -2.465022 -2.725321 1.762424 0.19 -0.08 0.23
C -1.152945 -3.003153 2.239578 -0.21 -0.41 0.39
C -1.041862 -4.092887 3.145629 -0.15 0.53 -0.32
C 0.152330 -4.485344 3.675232 0.34 -0.46 0.23
C 0.274076 -5.655465 4.613374 0.09 0.16 0.06
C 1.284728 -3.780696 3.271446 0.20 0.05 -0.09
C 1.245291 -2.708957 2.398409 0.40 0.14 0.12
C 2.509136 -2.074077 2.044239 -0.01 -0.03 -0.18
N 2.725361 -1.248272 1.092813 0.14 0.44 -0.31
C 4.163250 -0.908117 0.901734 -0.14 -0.43 -0.10
C 4.359747 0.350573 0.096417 0.41 0.12 -0.71
C 4.013627 1.613730 0.844627 -0.35 0.10 -0.14
N 2.539362 1.808256 0.962262 0.32 -0.09 -0.48
C 2.233457 2.967941 1.396346 -0.26 -0.20 0.09
C 0.921206 3.411745 1.839993 0.53 0.47 -0.03
C 0.861767 4.645397 2.466026 -0.29 0.00 0.00
C -0.224087 2.615044 1.771418 -0.06 -2.13 -1.47
O -0.226050 1.480718 1.061361 0.36 0.99 0.57
C 0.008861 -2.240253 1.904505 -0.33 1.54 -1.06
O -0.070890 -1.122470 1.227109 0.27 -1.00 0.29
H -1.309002 6.824794 3.942634 -0.18 -0.05 0.09
H 0.143156 7.239772 3.091696 0.16 0.01 -0.07
H 0.246393 6.487944 4.677514 0.12 -0.05 0.11
H -2.289764 4.623563 3.600722 -0.09 0.04 0.06
H -3.442723 2.679472 3.032476 0.08 0.15 0.09
H -1.905988 0.736428 1.488609 -0.26 0.10 0.21
H -4.738632 1.041909 2.485041 -0.05 0.02 -0.10
H -3.888082 -0.458918 2.734724 0.03 -0.04 -0.04
H -3.983925 0.517220 -0.105357 0.12 0.07 -0.10
H -5.522428 0.040434 0.530484 0.10 -0.08 0.06
H -4.249136 -1.832558 -0.652818 0.00 0.03 -0.04
H -4.797174 -2.228080 0.979266 0.01 0.16 -0.12
H -1.977384 -1.495304 0.272575 -0.28 -0.05 0.16
H -3.313608 -3.251241 2.201019 0.19 -0.03 0.12
H -1.936758 -4.619480 3.436219 -0.24 -0.11 -0.02
H -0.681730 -5.889497 5.056721 -0.32 -0.09 0.12
H 0.960866 -5.438370 5.432272 0.05 -0.02 -0.08
H 0.622130 -6.550182 4.100652 0.09 -0.02 -0.06
H 2.253545 -4.086103 3.647773 0.06 -0.05 0.10
H 3.381752 -2.402715 2.624055 -0.19 -0.08 0.07
H 4.649393 -1.752117 0.385940 -0.17 0.23 0.10
H 4.661474 -0.803479 1.874543 -0.12 -0.02 -0.09
H 3.863784 0.306151 -0.889476 -0.10 -0.04 0.31
H 5.407576 0.402583 -0.221083 -0.02 0.03 0.28
H 4.447753 2.492017 0.357466 -0.03 -0.17 0.04
H 4.414262 1.536383 1.858380 0.02 0.08 0.01
H 3.034094 3.701297 1.543741 -0.05 -0.08 0.10
H 1.753061 5.253417 2.471506 0.17 0.15 0.06
Cl -4.082845 1.674273 -3.894752 0.07 -0.02 0.04
C -2.661320 2.300708 -3.131972 -0.47 0.06 -0.20
C -2.124536 3.514444 -3.521867 0.20 0.00 0.26
C -1.014965 3.964403 -2.827873 -0.20 0.28 -0.21
C -0.472886 3.181871 -1.831206 0.22 -0.23 0.18
N -0.941178 1.966180 -1.524829 0.18 -0.10 -0.33
C -2.058361 1.562301 -2.142593 0.54 -0.18 0.08
H -2.555660 4.081981 -4.329559 -0.09 0.06 -0.10
H -0.549016 4.905706 -3.077193 0.02 0.04 0.01
H 0.409779 3.529028 -1.304236 -0.11 -0.10 -0.02
H -2.434252 0.580320 -1.895733 -0.06 0.00 0.05
N 2.936420 -2.742585 -1.517968 -0.08 0.24 0.12
C 3.712284 -3.164653 -2.537431 -0.46 0.17 0.39
C 3.570292 -2.256722 -3.557448 0.09 -0.01 0.09
C 2.683155 -1.305729 -3.074474 -0.22 0.16 0.24
N 2.293842 -1.586682 -1.822776 0.15 -0.10 -0.32
H 2.777371 -3.165237 -0.615301 0.08 0.02 -0.15
H 4.278447 -4.069523 -2.463179 0.15 -0.23 0.02
H 4.054584 -2.264090 -4.507840 0.12 -0.04 -0.30
H 2.306341 -0.430020 -3.569400 -0.03 0.05 -0.11
Br -3.579032 -3.332854 -6.447522 0.15 0.06 0.16
C -2.811443 -3.360613 -4.725655 -0.08 -0.03 -0.06
C -3.028936 -4.456979 -3.903779 0.31 -0.19 0.88
N -2.535564 -4.543715 -2.652725 -0.12 0.40 -0.64
C -1.832053 -3.506872 -2.193099 -0.43 -0.63 -0.11
C -1.569608 -2.370484 -2.940223 -0.36 -0.26 -0.67
C -2.057532 -2.310771 -4.246530 0.19 0.40 -0.06
C -0.816059 -1.280103 -2.335797 1.16 1.64 0.84
O -0.039534 -0.486417 -2.924076 -0.44 -0.58 0.17
O -0.923507 -1.104415 -1.044019 0.29 -0.10 -0.88
H -3.616159 -5.296225 -4.252891 -0.01 -0.03 0.01
H -1.452130 -3.608366 -1.188209 0.11 0.03 0.18
H -1.867216 -1.441914 -4.863115 0.03 0.03 0.00
F 2.069498 1.789723 -1.756643 0.06 -0.06 -0.22
Sb 3.091938 2.864379 -3.276273 0.03 -0.01 0.25
F 4.215269 3.286337 -1.819130 -0.09 -0.07 -0.28
F 4.073015 1.258437 -3.441866 -0.35 0.23 -0.06
F 3.939049 3.725506 -4.671746 0.08 -0.04 0.00
F 1.623772 2.178362 -4.243279 0.45 0.11 0.16
F 2.095204 4.383001 -2.781158 -0.10 -0.29 -0.03
```
Forces are in eV/Å.


> Among the records above, which one has the highest LUMO energy?

C27H44BFIN3O3P